Record 1
{
  "formula": "C44H56N10O3",
  "method": "ωB97M-V with the def2-TZVPD basis set",
  "symbols": ["C", "N", "C", "C", "O", "H", "H", "H", "H", "H", "H", "H", "C", "N", "C", "C", "O", "H", "H", "H", "H", "H", "H", "H", "C", "N", "C", "C", "O", "H", "H", "H", "H", "H", "H", "H", "C", "C", "C", "N", "C", "C", "H", "H", "H", "H", "H", "C", "C", "C", "N", "C", "C", "H", "H", "H", "H", "H", "C", "C", "C", "N", "C", "C", "H", "H", "H", "H", "H", "C", "C", "C", "N", "C", "C", "H", "H", "H", "H", "H", "C", "C", "C", "N", "C", "C", "H", "H", "H", "H", "H", "C", "C", "C", "N", "C", "C", "H", "H", "H", "H", "H", "C", "C", "C", "N", "C", "C", "H", "H", "H", "H", "H"],
  "xyz": [[14.62233, 11.01864, 7.58976], [14.09117, 11.23266, 8.97450], [12.94450, 10.64644, 9.45086], [12.61885, 11.03776, 10.84616], [12.25594, 9.87716, 8.82418], [14.06900, 11.65161, 6.92352], [14.65848, 9.95484, 7.36483], [15.62542, 11.38021, 7.58214], [14.49066, 11.94269, 9.62224], [13.50291, 11.18474, 11.43799], [11.89395, 10.35479, 11.35337], [12.05229, 11.97221, 10.69431], [16.63008, 15.73725, 11.72552], [16.14588, 15.59047, 10.35169], [15.34599, 14.56957, 9.96124], [14.74178, 14.75137, 8.54957], [15.19991, 13.61078, 10.69797], [16.02013, 15.03774, 12.34248], [16.44626, 16.78221, 12.06428], [17.63094, 15.41210, 11.86961], [15.93320, 16.47008, 9.87656], [15.56738, 14.41653, 7.89584], [14.44477, 15.75756, 8.23173], [13.95959, 13.95869, 8.49259], [16.40869, 9.82148, 18.95249], [15.11787, 9.43181, 18.39262], [14.64450, 9.72747, 17.12640], [15.61244, 10.44463, 16.14646], [13.46930, 9.57090, 16.90017], [16.26566, 10.21645, 19.96468], [16.89301, 10.63917, 18.40523], [17.18246, 9.00572, 18.96889], [14.41999, 9.06283, 19.08174], [15.13965, 11.42153, 15.96090], [15.74534, 9.99429, 15.15216], [16.57333, 10.58434, 16.52284], [12.24734, 12.55559, 19.92777], [12.42499, 13.63840, 20.81167], [11.29990, 14.35108, 21.11798], [10.04350, 14.12598, 20.63147], [9.94399, 13.08673, 19.81785], [10.98674, 12.24438, 19.45369], [13.00564, 11.79344, 19.80400], [13.42770, 13.84158, 21.23464], [11.25396, 15.11827, 21.88415], [8.90842, 12.91816, 19.47162], [10.80593, 11.36846, 18.81478], [10.66005, 7.94616, 13.57549], [10.47120, 8.98643, 14.44987], [9.55224, 10.00631, 14.08273], [8.79759, 9.90201, 12.99346], [9.01595, 8.89460, 12.14654], [9.89714, 7.85176, 12.38208], [11.49865, 7.30074, 13.75124], [11.12249, 9.14966, 15.31955], [9.36503, 10.81990, 14.75476], [8.48452, 8.92225, 11.15087], [10.18098, 7.09864, 11.65660], [6.86484, 8.89746, 16.10643], [7.96585, 8.15543, 16.49148], [8.91950, 8.82313, 17.27414], [8.86257, 10.12136, 17.56277], [7.80409, 10.86005, 17.14194], [6.75121, 10.25731, 16.53913], [6.04104, 8.50324, 15.51551], [8.13270, 7.13955, 16.19230], [9.87534, 8.25628, 17.60566], [7.89003, 11.87862, 17.40220], [5.82146, 10.75616, 16.38689], [10.08108, 12.93915, 8.72979], [9.20344, 12.96258, 9.83297], [8.99203, 14.20250, 10.43898], [9.55656, 15.35241, 10.04760], [10.27344, 15.39096, 8.90361], [10.47507, 14.17553, 8.16986], [10.34949, 12.00242, 8.25827], [8.67876, 12.11603, 10.27445], [8.21896, 14.23123, 11.23356], [10.73280, 16.35675, 8.57715], [11.17273, 14.18442, 7.30106], [11.75246, 18.78080, 10.90062], [12.20734, 17.57616, 11.44564], [13.52444, 17.15925, 11.15112], [14.38197, 17.87477, 10.46132], [13.89189, 18.98951, 9.91528], [12.62178, 19.45244, 10.04373], [10.79635, 19.16215, 11.15529], [11.49240, 16.95406, 12.02875], [13.82099, 16.16560, 11.54759], [14.52008, 19.53344, 9.21076], [12.30004, 20.37296, 9.57352], [9.17114, 15.26182, 17.05408], [9.39105, 14.80289, 15.79231], [10.47524, 15.35523, 15.14258], [11.31249, 16.27388, 15.59715], [11.15354, 16.53180, 16.86949], [10.06652, 16.14277, 17.63501], [8.25945, 14.94068, 17.60494], [8.73881, 14.04313, 15.33887], [10.76147, 15.00579, 14.11753], [11.88771, 17.20770, 17.29283], [9.89394, 16.44418, 18.67339], [14.17536, 13.64267, 14.88399], [13.73239, 12.95732, 13.74131], [12.43718, 12.41409, 13.82901], [11.73498, 12.38216, 14.95188], [12.23574, 12.94952, 16.03017], [13.42636, 13.58868, 16.02659], [15.15039, 14.15334, 14.97502], [14.16906, 13.09054, 12.77594], [11.90864, 12.07974, 12.92937], [11.74294, 12.79289, 16.96768], [13.63206, 14.17298, 16.92240]],
  "mulliken_charge": [-1.035, -0.038, 0.510, -0.264, -0.688, 0.323, 0.301, 0.404, 0.044, 0.425, -0.067, 0.201, -0.540, -0.203, 0.547, -0.789, -0.744, -0.064, 0.313, 0.350, 0.371, 0.345, 0.384, -0.019, -0.911, -0.140, 0.418, -0.799, -0.526, 0.322, 0.283, 0.280, 0.294, -0.004, 0.325, 0.485, -0.131, -0.549, -0.409, -0.626, -0.341, -0.079, 0.435, 0.380, 0.402, 0.461, 0.505, -0.561, 0.103, -0.515, -0.436, -0.408, -0.408, 0.444, 0.384, 0.682, 0.299, 0.396, -0.207, -0.587, -0.175, -0.059, -0.276, -0.709, 0.391, 0.468, 0.291, 0.429, 0.409, -0.192, -0.320, -0.192, -0.539, -0.200, -0.505, 0.532, 0.362, 0.342, 0.336, 0.363, -0.400, -0.679, 0.166, -0.134, -0.353, -0.498, 0.457, 0.350, 0.354, 0.322, 0.401, -0.076, -0.717, 0.118, -0.451, -0.484, -0.408, 0.407, 0.325, 0.474, 0.377, 0.423, -0.988, 0.326, -1.085, 0.485, -0.603, -0.430, 0.296, 0.364, 0.609, 0.431, 0.536],
  "homo_ha": -0.3269,
  "orbital_gap_ev": 9.5,
  "e_lumo_ev": 0.558,
  "smiles": "CNC(C)=O.CNC(C)=O.CNC(C)=O.c1ccncc1.c1ccncc1.c1ccncc1.c1ccncc1.c1ccncc1.c1ccncc1.c1ccncc1",
  "relative_energy_kcal_mol": 0.0,
  "spin_multiplicity": 1,
  "e_tot_ha": -2483.45256
}

***

Record 2
{
  "formula": "C44H57BrIN4O2S2SiTi",
  "method": "ωB97M-V with the def2-TZVPD basis set",
  "symbols": ["Ti", "S", "C", "N", "C", "C", "N", "C", "C", "C", "C", "C", "C", "C", "C", "S", "C", "C", "C", "C", "C", "C", "C", "H", "H", "H", "H", "H", "H", "H", "H", "H", "H", "H", "H", "H", "H", "H", "H", "H", "H", "O", "C", "O", "C", "C", "C", "C", "C", "C", "N", "C", "C", "C", "C", "C", "C", "N", "H", "H", "H", "H", "H", "H", "H", "H", "H", "H", "I", "C", "H", "H", "C", "C", "C", "C", "Si", "Br", "C", "C", "C", "C", "C", "C", "C", "C", "H", "H", "H", "H", "H", "H", "H", "H", "H", "H", "H", "H", "H", "H", "H", "H", "H", "H", "H", "H", "H", "H", "H", "H", "H", "H", "H"],
  "xyz": [[-0.67987, 1.07288, 1.18336], [1.31663, 0.87858, 2.73026], [2.75833, 0.86228, 1.81516], [3.94543, 0.61878, 2.43296], [5.13303, 0.46188, 1.62576], [5.06093, 1.43808, 0.45466], [3.85103, 1.19478, -0.29104], [3.85023, 1.10908, -1.73034], [3.45943, 2.38238, -2.44674], [3.85593, 3.63228, -1.99204], [3.51553, 4.77308, -2.69984], [2.78773, 4.67468, -3.87304], [2.38333, 3.43088, -4.32714], [2.71313, 2.29238, -3.61474], [2.69993, 1.10438, 0.42686], [1.20133, 1.28058, -0.39164], [4.03273, 0.20778, 3.82166], [4.15023, -1.29202, 3.95826], [3.01103, -2.08762, 3.94016], [3.11723, -3.46452, 4.04076], [4.36263, -4.05962, 4.15506], [5.50023, -3.27212, 4.17316], [5.39413, -1.89612, 4.07506], [5.21943, -0.57152, 1.26206], [6.00733, 0.68818, 2.24026], [5.92353, 1.32228, -0.20064], [5.05833, 2.46248, 0.85326], [3.14733, 0.31968, -2.02134], [4.85503, 0.81088, -2.04934], [4.43493, 3.72328, -1.08464], [3.83193, 5.74108, -2.34064], [2.53733, 5.56278, -4.43194], [1.81323, 3.34318, -5.23874], [2.39503, 1.32298, -3.96734], [3.13343, 0.55588, 4.33176], [4.90533, 0.69748, 4.26356], [2.03593, -1.62802, 3.85526], [2.22743, -4.07572, 4.03426], [4.44513, -5.13322, 4.23296], [6.47373, -3.73022, 4.26356], [6.28643, -1.28562, 4.09896], [-0.13777, 8.35838, 0.53946], [-0.64307, 7.96688, 1.72206], [-0.99767, 8.76658, 2.53876], [-0.74347, 6.49138, 1.94526], [-1.76787, 6.02798, 2.77096], [-1.93357, 4.68058, 3.00306], [-1.05337, 3.74938, 2.42976], [0.00373, 4.22598, 1.63656], [0.14733, 5.57348, 1.38496], [-1.20857, 2.38278, 2.54456], [-1.93257, 1.82468, 3.50526], [-2.01597, 0.41858, 3.54416], [-2.66227, -0.29312, 4.57756], [-2.55217, -1.65782, 4.63106], [-1.76917, -2.30812, 3.66446], [-1.19547, -1.56552, 2.65726], [-1.34727, -0.24192, 2.54656], [0.04543, 7.62338, -0.05844], [-2.44397, 6.74668, 3.21156], [-2.76617, 4.34848, 3.60206], [0.70173, 3.50918, 1.20596], [0.97753, 5.91158, 0.77806], [-2.38997, 2.41348, 4.29256], [-3.22077, 0.26138, 5.31586], [-3.03597, -2.22162, 5.41266], [-1.62377, -3.37382, 3.70646], [-0.57607, -2.04592, 1.90296], [-3.76927, 1.54448, 0.58376], [-1.83627, 2.26398, -0.10184], [-1.88167, 3.35348, -0.00284], [-1.78267, 2.01868, -1.16814], [0.32393, -2.45482, -3.21164], [-0.83537, -3.39932, -2.86684], [-0.31327, -4.35502, -1.78684], [-1.18087, -4.21862, -4.11644], [-2.42337, -2.43842, -2.24174], [-1.33097, -0.90472, -0.62024], [-3.27517, -1.27172, -3.55454], [-2.24477, -0.62672, -4.48934], [-4.04917, -0.12522, -2.89664], [-4.24707, -2.09852, -4.40624], [-3.64997, -3.44212, -1.09504], [-4.93087, -2.65002, -0.80364], [-4.03887, -4.74952, -1.79754], [-3.03447, -3.77632, 0.26906], [1.17843, -3.04812, -3.53224], [0.62803, -1.87262, -2.34574], [0.07213, -1.77272, -4.01464], [0.61023, -4.81732, -2.13144], [-1.02117, -5.15132, -1.57754], [-0.09427, -3.81602, -0.86774], [-0.31067, -4.79202, -4.43114], [-1.46967, -3.57552, -4.94284], [-1.99137, -4.91592, -3.92424], [-1.49877, -0.06922, -3.92724], [-2.75157, 0.07058, -5.15364], [-1.74917, -1.36632, -5.11104], [-3.37847, 0.51918, -2.33694], [-4.82887, -0.47112, -2.23004], [-4.51777, 0.48048, -3.66924], [-3.74267, -2.93132, -4.88914], [-4.67817, -1.47002, -5.18294], [-5.06387, -2.49082, -3.80864], [-5.51437, -2.48002, -1.70274], [-4.70697, -1.69472, -0.33324], [-5.55377, -3.21842, -0.11554], [-4.47817, -4.55982, -2.77294], [-4.77297, -5.28512, -1.19844], [-3.17887, -5.39972, -1.92884], [-2.85027, -2.86872, 0.83886], [-2.10767, -4.33132, 0.18156], [-3.73917, -4.38312, 0.83466]],
  "mulliken_spin": [0.627, 0.032, 0.197, 0.154, 0.014, 0.001, 0.166, -0.031, 0.015, 0.004, -0.001, -0.002, 0.001, 0.002, 0.281, 0.037, -0.015, 0.011, -0.006, -0.002, 0.001, 0.000, 0.002, 0.006, -0.005, -0.003, 0.004, 0.013, -0.008, -0.002, 0.000, 0.000, 0.000, 0.001, 0.003, -0.003, 0.006, 0.000, 0.000, 0.000, -0.002, 0.000, 0.000, 0.001, 0.005, 0.001, 0.017, -0.047, 0.018, -0.002, 0.050, 0.132, 0.103, 0.037, 0.034, 0.026, 0.069, 0.067, 0.000, 0.000, 0.000, -0.023, 0.000, 0.017, 0.000, 0.002, 0.003, -0.010, -0.001, -0.037, 0.001, 0.010, 0.001, -0.002, 0.001, 0.000, -0.003, 0.027, 0.000, -0.001, -0.001, 0.000, -0.001, 0.001, 0.000, 0.013, 0.000, -0.001, -0.001, 0.000, 0.000, -0.001, 0.000, 0.000, 0.000, 0.001, 0.000, 0.000, 0.001, 0.000, 0.000, 0.000, 0.000, 0.000, 0.000, 0.000, 0.000, 0.000, 0.000, 0.000, -0.006, -0.001, 0.001],
  "homo_ha": [-0.3352, -0.3965],
  "orbital_gap_ev": [5.3, 6.8],
  "e_lumo_ev": [-3.783, -3.993],
  "charge": 1,
  "relative_energy_kcal_mol": 31.4,
  "s2": 2.027,
  "spin_multiplicity": 3,
  "e_tot_ha": -6887.32049
}